Entry 1:
A 2-piece molecular cluster, C11H16NO4PS overall in a non-equilibrium geometry, computed with ωB97M-V/def2-TZVPD.

The geometry in XYZ format:
```
34
C11H16NO4PS | the Open Molecules 2025 dataset | ωB97M-V/def2-TZVPD
C 3.79430 -3.82226 -0.05250
C 2.51055 -3.69751 -0.23308
C 0.91635 -3.64822 -0.33770
C 0.30111 -2.20195 -0.70921
C -1.04153 -2.16263 0.19164
C -2.32110 -1.75695 -0.30351
O 0.13578 -2.23759 -2.17946
C 1.12590 -1.38527 -2.83652
O 1.15713 -1.00235 -4.03422
O 2.08883 -0.99471 -1.79603
C 1.22285 -0.88502 -0.64356
S 0.08263 0.53238 -1.17298
P 1.88460 -0.23878 1.01048
N 3.44607 0.20294 0.88794
H 4.92741 -3.73209 0.10680
H 0.60575 -4.38597 -1.18149
H 0.45601 -4.05649 0.64782
H -0.95527 -2.50727 1.29256
H -2.47564 -0.99653 -1.16543
H -3.25176 -2.21522 0.21781
H -0.74807 0.77888 -0.08129
H 1.70557 -1.22699 2.06668
H 1.16635 0.96884 1.33211
H 3.77925 0.00697 -0.07519
C -1.63893 4.15571 2.13139
C -1.93888 3.46900 0.82635
O -1.71495 2.27922 0.67005
C -2.52544 4.30531 -0.27857
H -1.22057 3.43099 2.83431
H -0.90805 4.95164 1.97287
H -2.55849 4.56441 2.55605
H -1.83387 5.10787 -0.54409
H -3.48437 4.72076 0.03893
H -2.68948 3.67890 -1.15898
```

The frontier orbital gap comes out at 8.50 eV. Its SMILES is C#CC[C@]1(C=C)OC(=O)O[C@]1(S)[PH2]=N.CC(C)=O. The value obtained for the energy is -1523.716431 hartree. As for the total charge: 0. As for the LUMO energy: 0.16 eV.

Entry 2:
A 2-piece molecular cluster, C11H16NOS overall in a non-equilibrium geometry, computed with ωB97M-V/def2-TZVPD.

The geometry in XYZ format:
```
30
C11H16NOS | the Open Molecules 2025 dataset | ωB97M-V/def2-TZVPD
C 0.80700 -0.60422 3.28754
C 0.60762 -1.69621 2.53763
C 0.99179 0.55685 2.68882
C 0.47196 -1.70933 1.18863
C 0.83546 0.63059 1.25459
C -1.93731 1.27680 0.93435
C 2.02981 -0.63113 -3.56499
C -4.48804 0.81613 1.19329
C 0.92250 0.30565 -3.07655
C 1.03689 0.75358 -1.54334
C 0.84395 -0.49981 -0.83742
N 0.69070 -0.53837 0.45541
O -0.89106 1.82606 1.01428
S -2.83984 -0.02722 1.22019
H 0.94430 -0.60025 4.37595
H 0.45821 -2.65498 3.06238
H 1.32051 1.39997 3.20289
H 0.35233 -2.60012 0.63499
H 1.41013 1.44106 0.59748
H 1.83494 -0.87393 -4.54939
H 3.01211 -0.22452 -3.30893
H 2.03897 -1.48132 -2.93637
H -5.00368 0.47201 2.04141
H -4.90657 0.53869 0.14767
H -4.39648 1.91346 1.16029
H 0.99603 1.10098 -3.86805
H -0.21424 -0.11839 -3.38985
H 0.31662 1.52764 -1.22647
H 2.08616 1.14660 -1.32060
H 0.66922 -1.44627 -1.37583
```

The frontier orbital gap (spin up / spin down) comes out at 5.96 / 7.60 eV. The value obtained for the energy is -956.495012 hartree. As for the total charge: +1. For the relative energy (zero: lowest compared OMol25 entry of this formula, charge and spin), the calculation gives 104.38 kcal per mole. As for the LUMO energy (spin up / spin down): -4.80 / -3.83 eV.

Entry 3:
A 2-piece molecular cluster, C11H16O2S overall in a non-equilibrium geometry, computed with ωB97M-V/def2-TZVPD.

The geometry in XYZ format:
```
30
C11H16O2S | the Open Molecules 2025 dataset | ωB97M-V/def2-TZVPD
C 1.25910 1.42839 0.87087
C 0.18524 1.15907 1.68242
C 1.84034 0.38454 0.11734
C 1.39444 -0.93040 0.44353
C -4.14749 0.29176 -1.21362
C 2.94777 0.61349 -0.80917
C 0.44214 -1.12852 1.39297
C -0.26899 -0.07695 1.98095
C 1.93652 -2.19635 -0.21874
C 4.06816 1.50997 -0.39001
C -1.39867 -0.07055 -1.48342
O 2.98001 0.02695 -1.86031
O -2.65782 -1.12947 0.52125
S -2.63496 0.16543 -0.15175
H 1.44442 2.46347 0.71316
H -0.47526 1.92056 2.00584
H -4.95364 0.11343 -0.58505
H -3.98760 -0.37433 -1.98222
H -4.11457 1.33567 -1.61820
H 0.02200 -2.05878 1.48508
H -1.09797 -0.19305 2.70737
H 2.01547 -1.98769 -1.29765
H 1.19987 -3.04947 0.03533
H 3.04879 -2.56709 0.07888
H 3.83926 2.24374 0.43648
H 4.35329 2.10619 -1.19672
H 4.95909 0.92218 -0.23341
H -1.11676 0.92832 -1.85767
H -0.46055 -0.50170 -1.13958
H -2.02350 -0.75426 -1.98872
```

The frontier orbital gap comes out at 9.17 eV. The value obtained for the energy is -977.323888 hartree. As for the total charge: 0. For the relative energy (zero: lowest compared OMol25 entry of this formula, charge and spin), the calculation gives 0.00 kcal per mole. As for the LUMO energy: 0.47 eV.

Entry 4:
C11H16O2Si in the gas phase in a non-equilibrium geometry, computed with ωB97M-V/def2-TZVPD.

The geometry in XYZ format:
```
30
C11H16O2Si | the Open Molecules 2025 dataset | ωB97M-V/def2-TZVPD
C 3.16421 -1.74077 0.67275
C 1.83409 -2.18470 0.94842
C 3.32930 -0.62610 -0.00941
C 0.79649 -1.47052 0.54615
C 2.13492 0.27336 -0.71002
C 0.74542 -0.21162 -0.25505
C 2.28477 1.73806 -0.41205
C -0.34021 0.26611 -0.74799
C -2.85901 -1.29918 0.64118
C -3.12839 0.60185 -1.64032
C -1.79665 1.53262 1.41149
O 1.36119 2.49012 -0.61109
O 3.55942 2.11486 -0.60569
Si -2.10337 0.30687 0.02074
H 3.98489 -2.53421 0.83347
H 1.67712 -3.08958 1.60804
H 4.33055 -0.34306 -0.14666
H -0.25653 -1.92952 0.71636
H 2.21774 -0.48694 -1.69727
H -0.24149 1.06355 -1.40382
H -2.63504 -1.98561 -0.24640
H -2.47183 -1.83736 1.48505
H -3.95028 -1.22461 0.93953
H -3.51432 1.59567 -1.53013
H -2.41935 0.70266 -2.43706
H -4.03336 0.05574 -1.68741
H -1.29490 2.47633 1.00468
H -2.80763 1.55446 1.79805
H -1.24697 1.14086 2.27143
H 3.67922 3.05069 -0.75698
```

The frontier orbital gap comes out at 8.14 eV. Its SMILES is C[Si](C)(C)/C=C1\C=CC=C[C@@H]1C(=O)O. The value obtained for the energy is -868.585902 hartree. As for the total charge: 0. For the relative energy (zero: lowest compared OMol25 entry of this formula, charge and spin), the calculation gives 90.48 kcal per mole. As for the LUMO energy: 0.28 eV.

Entry 5:
C11H17BCl2F2Fe as an isolated structure, computed with ωB97M-V/def2-TZVPD.

The geometry in XYZ format:
```
34
C11H17BCl2F2Fe | the Open Molecules 2025 dataset | ωB97M-V/def2-TZVPD
Fe -0.27356 0.02353 0.25795
C -2.26241 -0.85608 0.12026
C -1.38651 -1.84772 -0.40116
C -0.85047 -1.36460 -1.63888
C -1.33840 -0.07084 -1.85476
C -2.20119 0.26604 -0.75313
C -3.00536 1.52071 -0.57365
C -1.09849 0.76762 -3.07206
C -0.01212 -2.17594 -2.58085
C -1.13664 -3.20869 0.17271
C -3.22979 -1.00075 1.26018
H -4.07358 1.29741 -0.61816
H -2.79500 2.25444 -1.34963
H -2.83351 1.99715 0.39451
H -1.74175 0.43705 -3.89066
H -0.06895 0.69577 -3.42481
H -1.31731 1.82022 -2.89912
H 1.05848 -2.12416 -2.37942
H -0.16175 -1.84433 -3.60813
H -0.29345 -3.22794 -2.53504
H -1.76981 -3.95055 -0.32071
H -1.35528 -3.24837 1.23804
H -0.10409 -3.53082 0.03102
H -4.24927 -1.07807 0.87510
H -3.20815 -0.15508 1.94637
H -3.03401 -1.90372 1.83665
Cl 0.98402 2.03284 -0.84957
C 2.50155 1.10457 -0.68594
Cl 2.14189 -0.62596 -0.39491
H 3.04245 1.48532 0.17063
H 3.05330 1.18491 -1.61377
F 0.59360 0.89738 2.29961
B -0.44219 0.03648 2.46320
F -0.09035 -1.20311 2.75301
```

The frontier orbital gap (spin up / spin down) comes out at 7.94 / 7.26 eV. The value obtained for the energy is -2837.789040 hartree. As for the total charge: +1. For the relative energy (zero: lowest compared OMol25 entry of this formula, charge and spin), the calculation gives 17.69 kcal per mole. As for the LUMO energy (spin up / spin down): -3.26 / -4.97 eV. The spin multiplicity is 6.

Entry 6:
C11H17BClCrF4N3OS as an isolated structure, computed with ωB97M-V/def2-TZVPD.

The geometry in XYZ format:
```
40
C11H17BClCrF4N3OS | the Open Molecules 2025 dataset | ωB97M-V/def2-TZVPD
Cr 0.24434 -0.90208 0.80168
O 1.09690 -1.18756 -0.60730
Cl -3.49516 -0.56202 1.34252
C -1.72957 -0.49392 1.93162
H -1.76079 -1.14277 2.80886
H -1.67938 0.51856 2.32732
S 3.06056 -0.91749 1.68431
C 3.07596 0.56904 0.86956
N 2.96097 1.72381 1.53756
C 2.80179 3.01084 0.89462
C 3.52820 3.00969 -0.43951
C 3.04406 1.81522 -1.24440
N 3.22936 0.61147 -0.46512
H 2.72420 1.62677 2.51929
H 3.19162 3.78174 1.55999
H 1.74050 3.23255 0.72879
H 4.60604 2.93574 -0.27941
H 3.32136 3.93671 -0.97595
H 3.59568 1.71229 -2.17962
H 1.98557 1.95656 -1.50209
H 3.02133 -0.28406 -0.89203
C -4.43027 -2.42397 -3.59151
C -3.35446 -2.08010 -2.60178
C -2.73187 -0.84003 -2.59896
C -1.75880 -0.56369 -1.65321
N -1.39468 -1.43195 -0.72100
C -1.97835 -2.62530 -0.71874
C -2.94453 -2.99155 -1.63686
H -4.62410 -1.59190 -4.26740
H -5.36169 -2.67052 -3.07891
H -4.14920 -3.29277 -4.18950
H -3.00591 -0.08290 -3.32325
H -1.25345 0.39428 -1.64113
H -1.66800 -3.31248 0.05923
H -3.39043 -3.97712 -1.57951
F 0.50933 -0.08473 2.94117
B 0.69309 0.50866 4.25787
F 1.77627 1.42015 4.19040
F -0.46514 1.20274 4.57854
F 0.96864 -0.50795 5.15384
```

The frontier orbital gap (spin up / spin down) comes out at 6.81 / 7.20 eV. The value obtained for the energy is -2996.300239 hartree. As for the total charge: -1. For the relative energy (zero: lowest compared OMol25 entry of this formula, charge and spin), the calculation gives 53.56 kcal per mole. As for the LUMO energy (spin up / spin down): 2.56 / 2.56 eV. The spin multiplicity is 4.